The following is a quantum chemistry calculation of a structure of composition C25H19BCl2F2FeN9O2, from OMol25.

Properties
* DFT total energy: -109285.299 eV
* E_HOMO (spin up / spin down): -8.7 / -8.7 eV
* <S²>: 0.94
* HOMO-LUMO gap (spin up / spin down): 8.632 / 8.831 eV

Geometry as ORCA input:
```
! RIJCOSX wB97M-V def2-TZVPD def2/J DEFGRID3
* xyz 0 2
Fe 0.155 -0.241 -0.207
C -1.571 3.140 2.024
C -0.895 2.653 0.907
N -0.380 1.447 1.143
N -0.665 1.168 2.441
C -1.411 2.151 2.968
B -0.051 -0.134 3.038
N -0.889 -1.286 2.512
C -1.570 -2.268 3.120
C -2.261 -2.963 2.152
C -1.930 -2.323 0.959
N -1.087 -1.312 1.179
N 1.388 -0.215 2.492
C 2.503 -0.059 3.218
C 3.568 0.068 2.363
C 3.002 -0.016 1.096
N 1.679 -0.212 1.163
N 0.038 -0.135 4.562
C -0.003 0.850 5.495
C 0.277 0.293 6.717
C 0.486 -1.069 6.432
N 0.353 -1.324 5.143
H -2.091 4.076 2.136
H -0.757 3.126 -0.048
H -1.807 2.080 3.966
H -1.506 -2.402 4.185
H -2.915 -3.807 2.290
H -2.278 -2.533 -0.035
H 2.458 -0.048 4.294
H 4.604 0.214 2.615
H 3.502 0.082 0.157
H -0.164 1.881 5.240
H 0.327 0.797 7.668
H 0.736 -1.872 7.109
F 4.641 -1.267 -2.875
C 3.557 -0.481 -2.739
C 2.656 -0.765 -1.733
C 1.551 0.066 -1.593
C 1.312 1.086 -2.516
C 2.271 1.320 -3.497
F 2.069 2.307 -4.398
C 3.410 0.568 -3.625
C -0.014 1.684 -2.458
C -0.558 2.656 -3.294
C -1.896 2.971 -3.156
C -2.669 2.305 -2.214
C -2.050 1.374 -1.408
N -0.747 1.096 -1.509
H 2.812 -1.630 -1.111
H 4.129 0.764 -4.407
H 0.050 3.128 -4.048
H -2.340 3.721 -3.798
H -3.725 2.505 -2.100
H -2.597 0.819 -0.658
Cl -0.355 -4.922 -1.476
C -0.488 -3.453 -2.453
Cl 0.777 -3.371 -3.700
C -0.406 -2.208 -1.586
O 0.590 -2.054 -0.815
O -1.308 -1.357 -1.661
H -1.442 -3.474 -2.962
*
```

=====

The following is a quantum chemistry calculation of a structure of composition C25H19BrN2O5, from OMol25.

Properties
* DFT total energy: -109470.874 eV
* E_HOMO: -7.5 eV
* HOMO-LUMO gap: 5.389 eV

Geometry as ORCA input:
```
! RIJCOSX wB97M-V def2-TZVPD def2/J DEFGRID3
* xyz 0 1
C 1.181 0.156 2.278
H 2.024 0.808 2.638
O 2.012 -0.896 1.759
C 1.263 -1.975 1.033
C -0.137 -2.117 0.718
C -0.904 -3.018 0.211
C -0.158 -4.100 -0.196
C 1.279 -3.965 -0.332
C 1.919 -2.960 0.396
O 3.351 -3.205 0.541
C 4.114 -1.952 1.063
C 3.997 -0.751 0.189
C 4.525 0.148 0.801
C 4.451 1.620 0.281
C 3.940 1.561 -1.193
C 3.488 0.367 -1.569
C 3.677 -0.966 -0.967
H 3.306 -1.770 -1.433
H 3.298 0.539 -2.773
C 3.845 2.935 -1.627
O 4.146 3.934 -1.335
O 3.290 2.908 -2.846
H 3.380 3.814 -3.337
H 4.671 2.505 0.888
H 4.863 0.467 1.689
H 5.256 -2.564 0.920
H 4.002 -2.161 2.109
H 1.931 -4.619 -0.665
Br -0.909 -5.434 -1.260
C -2.244 -2.975 0.067
C -3.204 -1.847 0.034
C -4.576 -2.374 -0.325
N -5.600 -2.599 -0.412
C -3.109 -0.626 0.389
O -2.360 -0.116 1.252
N -3.904 0.459 -0.288
C -4.127 1.647 -0.465
C -3.414 2.526 0.772
C -3.699 3.907 0.492
C -4.791 4.499 -0.246
C -5.333 3.432 -0.977
C -5.295 2.226 -0.877
H -5.831 1.438 -1.705
H -6.243 3.753 -1.750
H -4.983 5.492 -0.430
H -2.946 4.464 1.087
H -2.558 2.009 1.190
H -4.429 -0.383 -0.923
H -2.650 -3.809 -0.407
H -0.882 -1.089 1.363
H 0.689 0.705 1.295
H 0.390 -0.050 2.882
*
```

=====

The following is a quantum chemistry calculation of a structure of composition C25H19ClN2O8PTc, from OMol25.

Properties
* DFT total energy: -69590.981 eV
* E_HOMO (spin up / spin down): -12.3 / -12.3 eV
* <S²>: 3.79
* HOMO-LUMO gap (spin up / spin down): 7.038 / 7.020 eV

Geometry as ORCA input:
```
! RIJCOSX wB97M-V def2-TZVPD def2/J DEFGRID3
* xyz 1 4
Tc 0.435 0.153 0.190
O -0.571 3.249 -2.111
C -0.507 2.446 -1.236
O 0.581 1.763 -0.862
C -1.668 2.095 -0.322
C -2.892 2.716 -0.224
C -3.765 2.277 0.768
C -3.397 1.252 1.635
C -2.162 0.668 1.457
N -1.352 1.089 0.491
C -1.500 -0.415 2.279
O -2.037 -0.987 3.179
O -0.247 -0.614 1.876
H -3.142 3.517 -0.905
H -4.727 2.759 0.883
H -4.043 0.908 2.430
N 2.664 0.246 0.128
C 3.452 -0.936 0.425
C 4.767 -0.808 0.843
C 5.524 -1.945 1.068
C 4.968 -3.199 0.861
C 3.645 -3.315 0.465
C 2.868 -2.179 0.258
P 1.086 -2.254 -0.212
C 0.511 -3.722 0.685
C -0.137 -3.667 1.915
C -0.480 -4.837 2.575
C -0.171 -6.069 2.020
C 0.486 -6.130 0.800
C 0.824 -4.967 0.129
C 1.191 -2.648 -1.967
C 2.202 -2.046 -2.721
C 2.310 -2.304 -4.074
C 1.410 -3.166 -4.687
C 0.412 -3.775 -3.941
C 0.294 -3.515 -2.586
H 2.974 1.015 0.720
H 2.831 0.554 -0.832
H 5.198 0.176 0.987
H 6.548 -1.848 1.401
H 5.556 -4.092 1.019
H 3.214 -4.296 0.331
H -0.379 -2.725 2.370
H -0.996 -4.776 3.523
H -0.442 -6.982 2.533
H 0.734 -7.088 0.363
H 1.328 -5.035 -0.825
H 2.920 -1.388 -2.244
H 3.100 -1.839 -4.649
H 1.488 -3.360 -5.748
H -0.285 -4.453 -4.414
H -0.494 -3.981 -2.013
O -2.347 -1.893 -2.814
Cl -2.030 -1.058 -1.729
O -3.079 -0.153 -1.428
O -0.799 -0.306 -2.022
O -1.747 -1.851 -0.529
*
```

=====

The following is a quantum chemistry calculation of a structure of composition C25H19IN3O2PSe2V, from OMol25.

Properties
* DFT total energy: -208537.945 eV
* E_HOMO (spin up / spin down): -17.4 / -17.4 eV
* HOMO-LUMO gap (spin up / spin down): 5.833 / 5.299 eV

Geometry as ORCA input:
```
! RIJCOSX wB97M-V def2-TZVPD def2/J DEFGRID3
* xyz 3 1
V 0.382 -1.580 -0.860
O 6.619 -0.098 3.230
N 5.481 -0.448 3.451
O 4.938 -0.592 4.513
C 4.648 -0.741 2.163
C 5.173 -0.339 0.994
C 4.400 -0.304 -0.231
C 4.918 0.268 -1.431
C 4.117 0.344 -2.552
C 2.787 0.009 -2.316
N 2.271 -0.584 -1.223
C 3.083 -0.723 -0.122
C 2.578 -1.215 1.113
N 1.320 -1.695 0.995
C 0.755 -2.262 2.022
C 1.402 -2.408 3.249
C 2.723 -2.104 3.360
C 3.362 -1.430 2.260
H 6.186 -0.048 1.089
H 5.867 0.708 -1.538
H 4.495 0.752 -3.491
H 2.063 -0.002 -3.152
H -0.282 -2.623 1.849
H 0.885 -2.956 4.031
H 3.378 -2.189 4.272
Se -1.986 -1.736 -0.556
P -2.306 0.477 -0.781
Se -0.225 0.711 -1.311
C -2.566 1.288 0.815
C -3.656 2.108 0.852
C -3.946 2.787 2.050
C -3.174 2.529 3.181
C -2.043 1.666 3.128
C -1.673 1.103 1.937
C -3.500 0.828 -1.959
C -3.300 1.868 -2.786
C -4.176 2.188 -3.758
C -5.331 1.425 -3.910
C -5.633 0.346 -3.066
C -4.744 0.084 -2.045
H -4.378 2.218 0.030
H -4.836 3.412 2.046
H -3.286 3.119 4.102
H -1.535 1.444 4.064
H -0.802 0.456 1.867
H -2.408 2.486 -2.690
H -4.051 2.992 -4.422
H -6.059 1.770 -4.638
H -6.554 -0.210 -3.210
H -4.948 -0.697 -1.303
I 0.375 -4.298 -1.097
C 0.966 -2.715 -2.291
H 0.291 -2.642 -3.138
H 1.935 -2.751 -2.787
*
```

=====

The following is a quantum chemistry calculation of a structure of composition C25H20BFMgN10O, from OMol25.

Properties
* DFT total energy: -52037.414 eV
* E_HOMO (spin up / spin down): -9.1 / -11.8 eV
* <S²>: 0.77
* HOMO-LUMO gap (spin up / spin down): 6.082 / 8.676 eV

Geometry as ORCA input:
```
! RIJCOSX wB97M-V def2-TZVPD def2/J DEFGRID3
* xyz 1 2
Mg -0.286 0.116 -0.610
C -3.974 1.060 0.304
C -3.041 0.055 0.075
N -1.962 0.203 0.846
N -2.205 1.315 1.608
C -3.402 1.839 1.284
B -1.192 1.776 2.663
N -0.407 0.531 3.159
C -0.775 -0.436 4.023
C 0.001 -1.559 3.810
C 0.876 -1.232 2.780
N 0.608 0.037 2.407
N -0.068 2.667 2.032
C -0.032 3.983 1.804
C 1.053 4.277 0.991
C 1.678 3.069 0.745
N 0.993 2.116 1.401
N -1.769 2.500 3.850
C -1.145 2.700 5.044
C -1.898 3.580 5.771
C -2.961 3.916 4.910
N -2.882 3.269 3.765
H -4.934 1.198 -0.159
H -3.097 -0.775 -0.615
H -3.770 2.704 1.804
H -1.573 -0.248 4.721
H -0.035 -2.484 4.355
H 1.672 -1.769 2.295
H -0.789 4.616 2.237
H 1.350 5.244 0.629
H 2.540 2.802 0.161
H -0.223 2.197 5.288
H -1.710 3.935 6.768
H -3.784 4.589 5.088
C -1.016 -4.311 0.033
C -0.978 -2.921 0.203
N -0.579 -2.093 -0.743
C -0.202 -2.612 -1.933
C -0.201 -3.983 -2.201
C -0.621 -4.842 -1.169
C 0.207 -4.449 -3.498
C 0.570 -3.580 -4.466
C 0.560 -2.164 -4.225
C 0.899 -1.202 -5.198
C 0.844 0.131 -4.881
C 0.459 0.510 -3.587
N 0.148 -0.376 -2.663
C 0.187 -1.687 -2.969
H -1.356 -4.940 0.842
H -1.287 -2.463 1.136
H -0.638 -5.912 -1.337
H 0.211 -5.515 -3.683
H 0.871 -3.938 -5.442
H 1.195 -1.525 -6.188
H 1.090 0.891 -5.608
H 0.393 1.546 -3.275
O 1.622 0.124 0.326
C 1.139 0.730 1.325
F -0.436 1.945 -0.941
*
```

=====

The following is a quantum chemistry calculation of a cluster of 2 separate species, C25H20Cl3NO4S in total, from OMol25.

Properties
* DFT total energy: -84318.611 eV
* E_HOMO: -7.6 eV
* HOMO-LUMO gap: 7.821 eV

Geometry as ORCA input:
```
! RIJCOSX wB97M-V def2-TZVPD def2/J DEFGRID3
* xyz 0 1
C -0.908 3.161 -3.729
C -1.345 2.869 -2.196
O -2.008 1.870 -1.843
O -0.964 3.872 -1.248
C -0.316 3.268 -0.088
O 0.629 2.484 -0.300
C -0.870 3.739 1.338
N -1.001 2.659 2.358
C 0.148 2.577 3.278
C 0.190 3.655 4.427
C 1.371 3.731 5.459
C 2.558 2.700 5.353
C 2.521 1.584 4.247
C 1.313 1.561 3.244
S 1.295 0.240 1.954
C -0.528 0.120 1.540
C -1.005 -1.240 0.970
C -2.518 -1.372 0.573
C -3.054 -2.775 -0.018
C -2.739 -2.909 -1.605
O -3.646 -3.115 -2.445
C -1.170 -2.756 -1.984
C -0.713 -1.327 -2.381
C 0.765 -1.015 -2.724
C 1.775 -2.198 -2.659
C 1.314 -3.646 -2.266
C -0.180 -3.969 -1.909
C -3.412 -0.117 0.778
C -2.931 1.232 1.383
C -1.413 1.364 1.792
H 0.092 3.736 -3.705
H -1.684 3.933 -4.110
H -0.875 2.217 -4.363
H -1.886 4.260 1.205
H -0.089 4.487 1.755
H -0.647 4.436 4.557
H 1.372 4.548 6.271
H 3.426 2.785 6.087
H 3.361 0.801 4.165
H -0.250 -2.093 0.864
H -4.152 -2.975 0.223
H -2.431 -3.619 0.474
H -1.474 -0.481 -2.392
H 1.045 0.066 -2.987
H 2.867 -1.951 -2.917
H 2.042 -4.531 -2.187
H -0.556 -5.003 -1.611
H -4.512 -0.223 0.448
H -3.618 2.147 1.520
C 5.055 -5.808 -2.869
Cl 3.616 -6.147 -1.895
Cl 4.878 -6.483 -4.494
Cl 5.356 -4.066 -2.947
H 5.910 -6.283 -2.392
*
```

=====

The following is a quantum chemistry calculation of the molecule C25H20ClN5O4, from OMol25.

Properties
* DFT total energy: -54410.309 eV
* E_HOMO: -8.4 eV
* HOMO-LUMO gap: 8.253 eV

Geometry as ORCA input:
```
! RIJCOSX wB97M-V def2-TZVPD def2/J DEFGRID3
* xyz 0 1
C -2.665 -2.017 -3.480
H -2.839 -0.978 -3.770
H -3.521 -2.621 -3.777
H -1.766 -2.393 -3.977
O -2.574 -2.152 -2.078
C -1.577 -1.500 -1.422
C -0.626 -0.686 -2.027
C 0.340 -0.051 -1.267
C 0.383 -0.215 0.108
C -0.561 -1.039 0.711
C -1.527 -1.688 -0.032
C -2.569 -2.545 0.644
N -3.752 -1.760 0.897
C -4.805 -1.595 0.096
C -5.638 -0.684 0.736
C -4.966 -0.359 1.934
N -3.833 -1.016 2.002
H -5.281 0.309 2.709
N -6.879 -0.199 0.279
O -7.278 -0.609 -0.795
O -7.468 0.596 0.984
H -4.916 -2.099 -0.842
H -2.839 -3.387 0.004
H -2.198 -2.901 1.607
H -0.545 -1.181 1.782
C 1.367 0.539 0.995
N 2.575 0.938 0.303
C 2.601 2.067 -0.494
O 3.519 2.299 -1.255
C 1.450 2.974 -0.330
C 1.314 4.071 -1.175
C 0.289 4.976 -0.985
C -0.599 4.797 0.067
C -0.479 3.713 0.914
C 0.540 2.785 0.718
N 0.733 1.714 1.562
H -0.029 1.512 2.194
H -1.173 3.573 1.731
H -1.397 5.508 0.225
H 0.184 5.824 -1.643
H 2.033 4.191 -1.970
C 3.657 0.035 0.309
C 4.966 0.511 0.340
C 6.030 -0.369 0.362
C 5.792 -1.735 0.366
C 4.497 -2.223 0.339
C 3.434 -1.340 0.306
H 2.428 -1.730 0.260
H 4.319 -3.287 0.337
Cl 7.121 -2.839 0.406
H 7.042 0.003 0.384
H 5.149 1.572 0.338
H 1.662 -0.107 1.835
H 1.067 0.572 -1.765
H -0.631 -0.533 -3.094
*
```

=====

The following is a quantum chemistry calculation of a structure of composition C25H20FFeINO5PS, from OMol25.

Properties
* DFT total energy: -103305.242 eV
* E_HOMO (spin up / spin down): 0.0 / 0.0 eV
* <S²>: 6.02
* HOMO-LUMO gap (spin up / spin down): 3.860 / 3.854 eV

Geometry as ORCA input:
```
! RIJCOSX wB97M-V def2-TZVPD def2/J DEFGRID3
* xyz -2 5
Fe -1.357 0.458 0.707
O 0.925 -2.761 2.525
S 0.127 -1.574 2.780
O -0.585 -1.512 4.044
O -0.719 -1.193 1.589
C 1.267 -0.207 2.966
C 1.665 -0.058 4.259
C 2.553 0.969 4.548
C 3.165 1.663 3.535
C 2.754 1.505 2.210
C 1.728 0.622 1.905
P 1.092 0.362 0.247
C 1.831 -1.169 -0.289
C 3.240 -1.229 -0.213
C 3.827 -2.456 -0.486
C 3.072 -3.526 -0.925
C 1.715 -3.354 -1.143
C 1.067 -2.167 -0.872
C 1.766 1.592 -0.886
C 1.377 2.939 -0.684
C 1.548 3.800 -1.743
C 2.097 3.416 -2.945
C 2.656 2.143 -3.075
C 2.538 1.238 -2.010
H 1.324 -0.754 5.010
H 2.823 1.133 5.613
H 3.940 2.388 3.808
H 3.346 1.953 1.392
H 3.839 -0.398 0.102
H 4.901 -2.596 -0.407
H 3.535 -4.455 -1.107
H 1.170 -4.152 -1.555
H -0.014 -2.086 -0.989
H 0.937 3.256 0.288
H 1.246 4.847 -1.619
H 2.072 4.106 -3.765
H 3.190 1.832 -3.963
H 2.893 0.220 -2.139
F -7.166 1.859 -1.630
C -5.953 1.229 -1.782
C -4.885 1.847 -2.443
C -3.614 1.388 -2.173
C -3.366 0.282 -1.323
C -2.011 -0.188 -1.198
C -4.491 -0.341 -0.685
C -5.744 0.160 -0.946
H -5.025 2.709 -3.117
H -2.769 1.845 -2.676
H -1.279 0.301 -1.837
H -1.958 -1.285 -1.170
H -4.337 -1.177 0.049
H -6.671 -0.263 -0.485
O -3.162 -5.395 0.247
N -4.040 -5.094 1.075
O -5.095 -4.492 0.905
I -2.983 1.822 2.473
*
```